DFT (the ωB97M-V functional and the def2-TZVPD basis) results for a 2-piece molecular cluster, C3H4FN2O6S2 overall in a non-equilibrium geometry.

Properties
HOMO energy in eV: -2.80
Total charge: -1
Orbital gap in eV: 3.21
2S+1: 1

Each line ends with the Mulliken charge.
Positions of all 18 atoms, in Å:
S 0.637 -3.235 0.142  1.1823
H 1.166 1.017 -1.790  0.3337
O 1.400 -4.441 0.516  -0.7513
O -1.180 3.330 -1.939  -0.5124
O -2.976 2.147 -0.723  -0.5418
N -0.523 1.414 -0.180  0.0336
F -1.605 0.836 -2.607  -0.2111
S -1.635 2.017 -1.383  1.1360
H -1.676 1.534 1.850  0.3570
C -0.758 1.269 1.239  -0.0799
O 0.255 -2.487 1.368  -0.7350
C 0.770 0.989 -0.716  -0.0734
H 0.737 0.392 2.630  0.2799
O -0.580 -3.623 -0.597  -0.7490
H 2.519 0.032 0.647  0.3044
C 1.470 0.487 0.585  -0.2847
N 0.500 0.681 1.673  0.0314
O 1.480 -2.360 -0.714  -0.7199

Forces on the atoms, in the same order (eV/Å):
S -0.3 -1.5 -0.3
H -1.2 -0.1 1.9
O 0.2 0.1 0.1
O -0.1 -4.6 1.0
O 3.9 -1.7 -1.9
N 0.6 -0.3 -1.2
F 0.2 2.4 2.9
S -3.5 3.6 0.3
H 1.5 -0.6 -1.2
C 4.2 -1.8 -1.6
O -0.1 1.2 0.8
C 1.3 -1.6 6.6
H -0.5 -0.1 -0.7
O -0.2 0.3 -0.1
H -2.2 0.5 0.3
C -3.8 1.6 -3.0
N -0.7 1.1 -3.6
O 0.6 1.3 -0.3